A structure of composition C27H57F3FeN5O15S3 at a distorted geometry. Source: the Open Molecules 2025 dataset; level of theory: wB97M-V/def2-TZVPD.

Atoms and positions in Å:
Fe1 -1.835 0.353 1.885
C1 1.024 -0.623 -7.021
O1 0.466 -0.280 -5.763
C2 -0.037 -1.385 -5.074
C3 -0.612 -0.881 -3.787
N1 -1.614 0.173 -4.061
H1 -1.249 0.829 -4.765
H2 -2.443 -0.266 -4.462
C4 -2.079 0.962 -2.857
C5 -1.090 2.066 -2.561
O2 -0.734 2.695 -3.772
C6 0.139 3.769 -3.565
H3 0.271 -1.146 -7.623
H4 1.897 -1.264 -6.887
H5 1.297 0.303 -7.515
H6 0.716 -2.150 -4.836
H7 -0.807 -1.920 -5.665
H8 0.170 -0.418 -3.193
H9 -1.075 -1.635 -3.158
H10 -2.223 0.310 -2.002
H11 -3.030 1.374 -3.192
H12 -0.178 1.654 -2.114
H13 -1.547 2.735 -1.827
H14 0.616 4.027 -4.511
H15 0.959 3.501 -2.884
H16 -0.369 4.658 -3.179
C7 -0.326 -7.558 1.713
O3 0.264 -6.417 1.131
C8 -0.668 -5.629 0.403
C9 0.051 -4.411 -0.130
N2 0.448 -3.489 0.951
H17 0.555 -2.516 0.603
H18 -0.398 -3.455 1.570
C10 1.594 -3.898 1.810
C11 2.303 -2.693 2.350
O4 3.027 -2.136 1.286
C12 3.591 -0.876 1.598
H19 -0.449 -8.371 0.993
H20 -1.319 -7.315 2.118
H21 0.281 -7.858 2.563
H22 -1.505 -5.335 1.045
H23 -1.019 -6.189 -0.475
H24 -0.650 -3.857 -0.753
H25 0.929 -4.713 -0.697
H26 2.264 -4.541 1.245
H27 1.190 -4.502 2.619
H28 2.987 -2.989 3.157
H29 1.602 -1.955 2.760
H30 2.867 -0.185 2.047
H31 3.929 -0.410 0.675
H32 4.425 -0.960 2.308
S1 -2.791 -2.067 2.367
O5 -1.887 -3.218 2.349
O6 -4.136 -2.401 2.716
O7 -2.208 -0.955 3.260
O8 -2.700 -1.284 1.063
S2 0.256 0.136 0.296
O9 0.032 -0.319 1.728
O10 0.417 -1.054 -0.544
O11 -1.082 0.796 0.077
O12 1.327 1.095 0.170
C13 -5.490 2.816 0.945
F1 -6.510 3.110 0.145
F2 -4.573 3.794 0.834
F3 -5.921 2.795 2.206
S3 -4.767 1.196 0.484
O13 -3.512 1.248 1.265
O14 -5.714 0.228 0.902
O15 -4.511 1.319 -0.925
C14 -1.313 3.834 1.408
C15 -0.606 3.137 2.552
N3 -1.417 2.047 3.163
C16 -2.657 2.644 3.731
C17 -3.570 1.706 4.492
C18 -0.656 1.542 4.356
C19 0.832 1.257 4.207
H33 -2.020 4.601 1.726
H34 -1.795 3.128 0.737
H35 -0.572 4.406 0.839
H36 0.332 2.733 2.183
H37 -0.369 3.846 3.355
H38 -2.387 3.494 4.376
H39 -3.230 3.084 2.919
H40 -3.902 0.853 3.903
H41 -3.144 1.325 5.425
H42 -4.449 2.251 4.844
H43 -1.151 0.668 4.767
H44 -0.725 2.325 5.126
H45 0.983 0.313 3.684
H46 1.277 1.173 5.199
H47 1.416 2.020 3.695
N4 2.804 -1.894 -1.906
C20 3.380 -0.868 -2.598
C21 4.323 -1.391 -3.446
C22 4.293 -2.806 -3.272
C23 3.374 -3.073 -2.290
H48 2.104 -1.746 -1.188
H49 3.148 0.164 -2.386
H50 4.921 -0.840 -4.152
H51 4.929 -3.528 -3.755
H52 3.037 -4.005 -1.869
N5 2.813 3.564 0.049
C24 4.121 3.613 0.419
C25 4.498 4.929 0.458
C26 3.351 5.710 0.156
C27 2.329 4.834 -0.107
H53 2.236 2.735 0.007
H54 4.576 2.738 0.853
H55 5.453 5.271 0.822
H56 3.273 6.784 0.153
H57 1.331 4.998 -0.479

Spin multiplicity: 6
Strongest force on any atom: 1.1 eV/A
⟨S²⟩: 8.756



A cluster of 4 separate species, C27H57O17P3 in total at a distorted geometry. Source: the Open Molecules 2025 dataset; level of theory: wB97M-V/def2-TZVPD.

Atoms and positions in Å:
C1 4.226 0.383 -1.076
C2 3.681 -0.958 -0.524
C3 2.331 -1.353 -1.148
O1 1.203 -1.127 -0.312
C4 0.890 0.229 -0.146
C5 0.032 0.832 -1.225
C6 -0.677 1.957 -1.116
C7 -0.845 2.913 0.012
C8 0.465 3.494 0.615
C9 1.617 3.656 -0.372
C10 1.284 4.414 -1.658
C11 2.424 4.215 -2.682
C12 1.939 4.211 -4.141
C13 2.961 3.505 -5.050
C14 2.326 2.699 -6.210
C15 0.979 3.224 -6.703
O2 -0.131 2.653 -6.025
C16 -0.435 1.353 -6.463
C17 -1.421 2.178 -2.400
O3 -1.921 3.175 -2.815
O4 -1.379 0.975 -3.075
C18 -0.234 0.327 -2.612
O5 0.353 -0.423 -3.316
H1 3.740 0.662 -2.011
H2 5.306 0.355 -1.211
H3 4.035 1.192 -0.366
H4 4.394 -1.713 -0.849
H5 3.608 -0.910 0.560
H6 2.357 -2.427 -1.325
H7 2.253 -0.886 -2.130
H8 0.303 0.300 0.775
H9 1.784 0.831 0.036
H10 -1.361 2.356 0.803
H11 -1.514 3.734 -0.236
H12 0.801 2.786 1.379
H13 0.245 4.410 1.159
H14 2.079 2.705 -0.633
H15 2.395 4.236 0.135
H16 1.216 5.484 -1.456
H17 0.374 4.060 -2.138
H18 3.196 4.968 -2.505
H19 2.914 3.252 -2.508
H20 1.874 5.243 -4.484
H21 0.984 3.690 -4.163
H22 3.656 4.224 -5.489
H23 3.585 2.812 -4.482
H24 3.010 2.712 -7.062
H25 2.257 1.652 -5.915
H26 0.884 2.958 -7.763
H27 0.915 4.307 -6.619
H28 -1.265 1.002 -5.854
H29 -0.764 1.343 -7.509
H30 0.392 0.650 -6.336
C19 -3.368 2.442 6.135
O6 -2.276 2.594 5.212
P1 -0.810 1.984 5.589
O7 0.119 2.732 4.733
O8 -1.180 0.509 5.004
C20 -1.462 0.415 3.604
O9 0.104 1.344 6.743
C21 -0.303 0.179 7.483
H31 -4.260 2.832 5.652
H32 -3.527 1.388 6.378
H33 -3.187 3.009 7.049
H34 -0.974 1.220 3.051
H35 -2.537 0.452 3.431
H36 -1.088 -0.544 3.252
H37 -0.035 -0.711 6.918
H38 -1.371 0.172 7.688
H39 0.241 0.185 8.425
C22 -7.736 -0.858 0.340
O10 -6.344 -0.527 0.499
P2 -5.391 -1.503 1.367
O11 -4.233 -0.708 1.776
O12 -5.088 -2.514 0.130
C23 -4.326 -2.026 -0.976
O13 -5.582 -2.692 2.405
C24 -6.307 -3.891 2.068
H40 -8.167 -0.134 -0.344
H41 -7.850 -1.860 -0.081
H42 -8.260 -0.797 1.294
H43 -3.673 -1.207 -0.675
H44 -4.991 -1.691 -1.774
H45 -3.722 -2.853 -1.345
H46 -5.637 -4.578 1.558
H47 -7.169 -3.686 1.437
H48 -6.643 -4.339 2.999
C25 1.457 -4.126 1.566
O14 2.720 -4.153 0.870
P3 3.988 -4.770 1.646
O15 5.194 -4.233 1.017
O16 3.708 -6.320 1.254
C26 3.871 -6.709 -0.108
O17 4.278 -5.062 3.176
C27 3.482 -5.991 3.935
H49 0.709 -3.757 0.871
H50 1.180 -5.129 1.902
H51 1.504 -3.451 2.422
H52 4.577 -6.057 -0.623
H53 2.909 -6.690 -0.623
H54 4.253 -7.728 -0.111
H55 3.861 -6.997 3.775
H56 2.429 -5.949 3.662
H57 3.590 -5.729 4.984

Strongest force on any atom: 5.8 eV/A
Structure (SMILES): CCCOCC1=C(CCCCCCCCCOC)C(=O)OC1=O.COP(=O)(OC)OC.COP(=O)(OC)OC.COP(=O)(OC)OC



| no. | energy (Ha) |
| --- | --- |
| 1 | -5223.303701 |
| 2 | -3366.218566 |